{"formula": "C67H133BN7O17TlV", "method": "ωB97M-V/def2-TZVPD", "gap_ha": 0.048, "largest_force_ev_per_a": 8.73, "total_charge": 3, "total_energy_ha": -5434.857730, "elements": ["Tl", "O", "V", "O", "O", "C", "O", "B", "O", "C", "O", "O", "C", "O", "C", "O", "O", "C", "C", "C", "C", "C", "C", "N", "O", "C", "C", "C", "H", "H", "H", "H", "H", "H", "H", "H", "H", "H", "H", "H", "H", "H", "H", "H", "H", "H", "H", "C", "C", "C", "C", "C", "C", "N", "O", "C", "C", "C", "H", "H", "H", "H", "H", "H", "H", "H", "H", "H", "H", "H", "H", "H", "H", "H", "H", "H", "H", "C", "C", "C", "C", "C", "C", "N", "O", "C", "C", "C", "H", "H", "H", "H", "H", "H", "H", "H", "H", "H", "H", "H", "H", "H", "H", "H", "H", "H", "H", "C", "C", "C", "C", "C", "C", "N", "O", "C", "C", "C", "H", "H", "H", "H", "H", "H", "H", "H", "H", "H", "H", "H", "H", "H", "H", "H", "H", "H", "H", "C", "C", "C", "C", "C", "C", "N", "O", "C", "C", "C", "H", "H", "H", "H", "H", "H", "H", "H", "H", "H", "H", "H", "H", "H", "H", "H", "H", "H", "H", "C", "C", "C", "C", "C", "C", "N", "O", "C", "C", "C", "H", "H", "H", "H", "H", "H", "H", "H", "H", "H", "H", "H", "H", "H", "H", "H", "H", "H", "H", "C", "C", "C", "C", "C", "C", "N", "O", "C", "C", "C", "H", "H", "H", "H", "H", "H", "H", "H", "H", "H", "H", "H", "H", "H", "H", "H", "H", "H", "H"], "positions_angstrom": [[-3.22402, 2.79493, -4.50213], [-5.93304, -4.25019, -2.78443], [-4.59389, -3.73086, -3.63500], [-3.69850, -5.05251, -3.53678], [-3.67093, -3.11443, -1.52498], [-3.28419, -1.98173, -1.12264], [-2.11698, -1.50578, -1.15490], [-2.06058, -0.05466, -0.89649], [-3.25075, 0.11951, -0.04054], [-4.12620, -0.84362, -0.30540], [-5.24792, -1.05920, 0.11050], [-0.81164, 0.24592, -0.10144], [-0.10502, 1.17743, -0.86422], [0.97106, 1.71300, -0.44844], [-0.93959, 1.41264, -2.15072], [-2.05990, 0.80546, -2.08321], [-0.76177, 2.23342, -3.08896], [0.16996, 5.76275, -5.21715], [1.16555, 4.62887, -5.70280], [2.04763, 4.20862, -4.41037], [3.06950, 3.03536, -4.86445], [2.30412, 1.86046, -5.37610], [1.27645, 2.21298, -6.50893], [0.48661, 3.37111, -6.09020], [-0.53365, 3.57237, -6.85917], [2.11248, 2.37078, -7.85751], [0.27557, 0.95217, -6.58532], [1.86026, 5.31368, -6.92899], [-0.50251, 5.53498, -4.39009], [-0.41580, 6.12315, -6.06278], [0.75383, 6.64925, -4.96953], [2.72167, 5.03659, -4.19076], [1.52984, 4.00539, -3.47298], [3.64994, 2.63841, -4.03161], [3.73464, 3.47660, -5.60674], [1.80052, 1.38606, -4.53383], [3.00578, 1.08935, -5.69417], [1.85975, 3.23243, -8.47542], [3.14470, 2.66723, -7.67113], [1.99200, 1.58604, -8.60435], [0.74838, 0.19406, -7.20967], [-0.01250, 0.51300, -5.63021], [-0.73410, 1.06367, -6.98060], [1.97849, 6.35390, -6.62558], [1.13511, 5.25965, -7.74099], [2.90801, 5.03572, -7.04327], [-0.07577, 3.72456, -7.68910], [5.11902, 5.45271, 1.48041], [3.69041, 5.06448, 1.04487], [3.55245, 3.50115, 0.82030], [3.32804, 2.75744, 2.21196], [1.99768, 3.32928, 2.83987], [1.99007, 4.83654, 3.17330], [2.65560, 5.57384, 2.00483], [2.55058, 6.97578, 2.03707], [0.59327, 5.24656, 3.52866], [2.83488, 5.00605, 4.40966], [3.53374, 5.69228, -0.40441], [5.33812, 5.30475, 2.53786], [5.35994, 6.50876, 1.35880], [5.89663, 4.93461, 0.91916], [2.85205, 3.20995, 0.03752], [4.54367, 3.14738, 0.53671], [4.16667, 2.78558, 2.90767], [3.05598, 1.72141, 2.01015], [1.73562, 2.79708, 3.75431], [1.21210, 3.18273, 2.09858], [0.27698, 4.44115, 4.19150], [0.31702, 6.19002, 3.99947], [0.14323, 5.22546, 2.53612], [3.84519, 4.61010, 4.30664], [2.79993, 6.06239, 4.67615], [2.30886, 4.63152, 5.28780], [2.53459, 5.38304, -0.71130], [4.29077, 5.41979, -1.13978], [3.57473, 6.78112, -0.37573], [1.70442, 7.20090, 1.64345], [5.46596, 0.79737, -1.07363], [5.81481, -0.39448, -0.15957], [7.13847, -0.10154, 0.49479], [7.50147, -1.08872, 1.60056], [6.40600, -1.11411, 2.64480], [4.98220, -1.46367, 2.05309], [4.71146, -0.46627, 0.95082], [3.50358, -0.65305, 0.39544], [5.04722, -2.98190, 1.70660], [4.10360, -1.12897, 3.28587], [5.94892, -1.60861, -1.10071], [5.54311, 1.77249, -0.59272], [4.52189, 0.69577, -1.60890], [6.18992, 0.82995, -1.88783], [7.91562, -0.07680, -0.26908], [7.24349, 0.95703, 0.73249], [8.50785, -1.03836, 2.01622], [7.46238, -2.12611, 1.26831], [6.41626, -0.09235, 3.02428], [6.57944, -1.82050, 3.45659], [4.63009, -3.37889, 2.63207], [4.39906, -3.24962, 0.87216], [6.02200, -3.46791, 1.66522], [3.15469, -1.47295, 2.87435], [4.30516, -1.68064, 4.20410], [4.08760, -0.06724, 3.53203], [6.09093, -2.51013, -0.50474], [6.76740, -1.58557, -1.82020], [5.09281, -1.72725, -1.76488], [3.02120, 0.14645, 0.61843], [-5.10810, -8.06116, 4.33905], [-4.16152, -6.82807, 4.14559], [-2.77405, -7.33597, 3.91063], [-2.62876, -7.72010, 2.42184], [-3.18420, -6.70443, 1.34747], [-4.59813, -6.15290, 1.73858], [-4.82413, -5.88925, 3.18510], [-6.05518, -5.44771, 3.65945], [-4.83761, -4.77697, 1.04764], [-5.56360, -7.17147, 1.29155], [-4.06542, -6.17479, 5.56074], [-6.12020, -7.65694, 4.35819], [-5.09526, -8.60089, 5.28595], [-5.07404, -8.84534, 3.58275], [-2.03583, -6.57651, 4.16820], [-2.56983, -8.16981, 4.58229], [-3.04539, -8.68844, 2.14465], [-1.56806, -7.83090, 2.19658], [-3.10220, -7.02857, 0.31001], [-2.65414, -5.75439, 1.41498], [-5.87660, -4.45099, 1.09619], [-4.29584, -4.00352, 1.59202], [-4.50384, -4.84635, 0.01233], [-6.55770, -7.06166, 1.72492], [-5.68187, -7.21125, 0.20872], [-5.32991, -8.18121, 1.62906], [-3.46662, -5.27676, 5.40886], [-3.73311, -6.90226, 6.30132], [-5.09010, -5.92659, 5.83737], [-5.87037, -4.51126, 3.76194], [-5.13679, 0.04088, 4.53781], [-3.88009, -0.78656, 4.64010], [-3.88274, -1.64766, 3.41322], [-2.57015, -2.37343, 3.09235], [-1.38310, -1.25008, 3.07145], [-1.34267, -0.10730, 4.20041], [-2.75396, 0.14217, 4.71749], [-2.83181, 1.16537, 5.73571], [-0.47241, -0.73240, 5.34531], [-0.66073, 1.04589, 3.48587], [-3.88838, -1.68403, 5.97972], [-5.28051, 0.60964, 5.45649], [-5.99931, -0.58823, 4.31789], [-4.92908, 0.84419, 3.83096], [-4.69656, -2.37270, 3.40131], [-3.92374, -0.94433, 2.58152], [-2.63931, -2.77556, 2.08159], [-2.34160, -3.16238, 3.80888], [-1.44149, -0.74388, 2.10789], [-0.41651, -1.72814, 2.91246], [-0.17767, 0.12747, 5.94684], [-1.06554, -1.48639, 5.86280], [0.42114, -1.24254, 4.98552], [0.35382, 0.70687, 3.27647], [-1.15788, 1.42828, 2.59440], [-0.48647, 1.84059, 4.21127], [-2.93877, -1.94830, 6.44502], [-4.29436, -2.69307, 5.90821], [-4.46069, -1.22484, 6.78575], [-3.43313, 1.81578, 5.36561], [-2.98670, 6.48077, -0.14574], [-2.60104, 5.06454, -0.64550], [-2.00303, 4.27046, 0.63448], [-3.12732, 3.88296, 1.55457], [-4.26657, 3.13405, 0.80195], [-4.71964, 3.75886, -0.49869], [-3.57006, 4.19833, -1.32345], [-4.02779, 4.91725, -2.42098], [-5.32532, 2.52213, -1.24197], [-5.87419, 4.84124, -0.33128], [-1.35681, 5.23105, -1.59494], [-3.39052, 7.13128, -0.92154], [-2.24677, 7.06896, 0.39708], [-3.70584, 6.35072, 0.66298], [-1.40031, 3.36679, 0.54395], [-1.18744, 4.89963, 0.99094], [-3.62278, 4.59318, 2.21654], [-2.82537, 3.14749, 2.30023], [-5.06247, 2.96835, 1.52804], [-3.88067, 2.11543, 0.76224], [-4.65754, 1.77156, -1.66483], [-6.13900, 2.01273, -0.72569], [-5.61724, 2.97356, -2.19017], [-5.62635, 5.72497, 0.25669], [-6.39469, 5.23425, -1.20463], [-6.61686, 4.40929, 0.33951], [-1.17623, 4.41993, -2.30034], [-0.37839, 5.37164, -1.13556], [-1.45828, 6.09213, -2.25551], [-4.49833, 5.65373, -2.02375], [0.39305, -3.62741, -4.43431], [1.78948, -3.15407, -4.00558], [1.85623, -2.00470, -2.88776], [1.52844, -2.64469, -1.41822], [2.50340, -3.90001, -1.20859], [2.57713, -4.95106, -2.32269], [2.67022, -4.19561, -3.56340], [2.71344, -5.26633, -4.56447], [3.91756, -5.68529, -1.99716], [1.32700, -5.97622, -2.17363], [2.39919, -2.48988, -5.23712], [-0.14297, -2.80065, -4.90037], [-0.34237, -3.71814, -3.63493], [0.29181, -4.60263, -4.91053], [2.77047, -1.42227, -2.77355], [1.03282, -1.30347, -3.02332], [0.48466, -2.94892, -1.34036], [1.75194, -1.86185, -0.69345], [2.13258, -4.35810, -0.29168], [3.45831, -3.47736, -0.89617], [4.14915, -5.71117, -0.93236], [3.94691, -6.68298, -2.43517], [4.77056, -5.22985, -2.50022], [1.28894, -6.58147, -3.07935], [1.37248, -6.54355, -1.24403], [0.40101, -5.42816, -2.34766], [1.54062, -2.01238, -5.70928], [2.64972, -3.17697, -6.04535], [3.23126, -1.85033, -4.94263], [3.54314, -5.13638, -5.02956]], "forces_ev_per_angstrom": [[0.5, 0.4, 0.3], [4.1, 2.3, -3.5], [-2.0, -5.9, 6.2], [-1.7, 3.2, -1.1], [0.4, 2.4, -0.9], [-2.1, -0.3, 0.4], [1.8, -0.9, -1.8], [0.5, 0.0, 2.6], [-0.9, -0.1, -0.7], [-1.4, -2.2, 0.7], [2.1, 1.1, -0.8], [0.0, 1.8, -2.9], [3.6, 0.3, 3.5], [-4.9, -2.2, -2.4], [1.5, 4.7, -3.3], [-1.4, -2.4, 1.0], [0.4, -2.4, 2.8], [0.2, -0.6, -0.8], [0.0, 0.2, 2.0], [2.2, -0.2, -2.5], [-1.5, 1.4, 0.9], [-0.7, -0.3, -0.6], [0.1, -1.8, 0.3], [3.2, -0.7, 4.7], [-3.1, 0.8, -3.1], [-0.8, 1.0, -0.1], [0.4, 0.4, -0.4], [0.4, 0.3, 2.3], [0.1, -0.3, 0.0], [-0.3, -0.3, -0.1], [0.2, -0.2, 0.4], [-0.1, 0.4, 0.0], [-0.6, -0.3, -0.5], [0.3, 0.5, 0.2], [0.1, -0.2, 0.0], [-0.4, 0.2, 0.1], [-0.1, -0.1, -0.5], [-0.8, 0.3, 0.2], [0.2, -0.8, 0.2], [0.4, -0.5, 0.6], [0.0, -0.2, 0.2], [0.9, 0.1, 0.5], [0.2, 0.9, -0.8], [-0.3, 0.2, -0.4], [0.7, 0.1, -0.4], [-0.4, -0.7, -0.9], [-1.0, 0.3, -1.5], [0.7, 0.5, 1.0], [0.3, -0.5, -1.3], [1.2, 0.1, 2.8], [-2.4, 1.1, -1.0], [0.8, 0.2, -0.8], [2.4, -0.5, -0.4], [-0.7, 0.1, -0.2], [0.8, -1.5, 0.3], [-0.6, 0.0, -1.4], [0.4, 1.3, 1.0], [-1.1, 0.5, 1.2], [-0.2, -0.5, 0.1], [-0.5, 0.2, -0.3], [-0.3, -0.3, -0.2], [-0.3, 0.2, 0.4], [-0.1, 0.3, -0.5], [0.1, 0.2, -0.3], [0.4, -0.2, 0.0], [0.0, 0.0, 0.0], [-0.2, -0.3, -0.1], [-0.6, 0.1, -0.3], [0.8, 0.1, 0.0], [-1.1, -0.2, 0.3], [-0.1, 0.2, 0.2], [0.8, 0.3, -0.3], [0.1, -0.8, -0.2], [0.0, 0.1, -0.6], [0.0, -0.6, 0.4], [-0.1, 0.0, 0.2], [-0.5, 0.1, -0.1], [0.2, 0.0, -0.4], [-0.9, 1.1, -0.5], [1.4, 0.0, 0.0], [-0.5, -1.3, 0.1], [0.0, 1.1, -0.7], [3.3, 1.5, 1.2], [3.8, -1.3, 0.2], [-1.8, -0.5, -0.7], [-1.4, 0.5, 1.0], [-1.3, -0.7, -1.7], [-0.7, -0.9, 0.4], [-0.2, -0.1, 0.2], [-0.3, -0.1, 0.4], [0.3, -0.1, 0.1], [0.0, -0.7, -0.4], [-0.6, 0.1, 1.1], [-0.1, 0.7, 0.0], [0.4, 0.0, -1.0], [-0.6, 0.0, 0.6], [0.2, 0.1, 0.0], [-0.3, -0.6, -0.2], [0.2, -0.1, 0.1], [0.1, 0.6, -0.5], [-0.9, 0.4, 0.8], [0.4, -0.2, -0.4], [0.0, 0.0, -0.3], [-0.1, -0.1, -0.3], [0.4, 0.6, 0.4], [-0.4, -0.1, 0.4], [-0.5, 0.3, -0.2], [-1.4, 0.0, -0.1], [-1.4, -0.8, 2.8], [0.2, 0.5, -2.7], [0.7, 0.0, -1.5], [0.1, 1.7, 3.2], [-0.7, 1.1, -0.6], [3.4, -1.8, 0.9], [0.7, -0.4, -1.1], [-0.1, -0.5, 0.3], [-2.3, -1.7, -0.3], [-1.6, 0.2, -1.2], [-0.2, -0.1, -0.3], [0.9, 0.4, 0.3], [0.3, 0.3, -0.2], [0.1, 0.2, -0.2], [-0.2, -0.1, -0.2], [-0.2, -0.1, 0.5], [0.1, -0.1, 0.0], [-0.5, -0.3, 0.2], [1.0, -0.1, -0.1], [-0.2, -0.3, -0.2], [0.4, -0.1, -0.2], [-0.1, 0.2, 0.1], [-0.2, 0.5, -0.2], [0.2, 0.2, -0.1], [0.6, 0.1, -0.2], [0.2, 0.0, 0.7], [0.5, 0.3, -0.2], [0.1, 0.4, 0.3], [-0.4, 0.5, 0.2], [0.1, 1.1, 1.0], [0.1, -1.0, 2.4], [2.1, -0.3, -1.3], [1.5, 2.0, 0.8], [-1.8, -0.6, -0.5], [-0.9, -3.2, -0.8], [1.7, 1.0, -0.8], [0.6, -2.0, -1.3], [-0.4, 1.1, -0.2], [0.3, 0.6, 1.5], [-0.2, -0.1, 0.4], [-0.4, -0.4, 0.3], [0.0, 0.4, -0.1], [-0.5, -0.3, -0.7], [-0.3, 0.4, 0.1], [-0.9, 0.0, -0.3], [0.2, -0.2, 0.1], [0.0, -0.1, -0.1], [-0.7, 0.2, -0.1], [0.2, -0.1, 0.9], [0.0, -0.4, 0.7], [0.1, 0.4, 0.3], [0.0, 0.3, -0.3], [-0.1, -0.2, -0.5], [-0.1, -0.2, 0.1], [-0.3, 0.4, -0.1], [0.4, 0.7, -0.4], [-0.6, 0.1, -0.9], [0.0, 0.4, -0.2], [-0.3, 0.3, -0.1], [-1.2, -0.7, 0.6], [4.3, -0.9, 1.0], [-0.7, 0.9, -0.6], [-1.4, -0.6, 1.3], [1.7, 0.4, 1.7], [-1.3, -1.4, -0.5], [0.5, 0.1, 1.4], [-0.4, -0.1, -1.1], [-0.3, 1.3, -1.7], [0.4, -0.4, 1.2], [-0.4, 0.3, -0.9], [-0.1, -0.1, 0.0], [0.8, -0.5, -0.6], [-0.5, 0.2, -0.3], [-0.3, -0.5, -1.4], [-0.6, 0.6, 0.6], [0.4, 1.0, -0.4], [0.6, -0.1, 0.1], [-0.5, 0.5, -0.3], [-0.1, 0.0, -1.2], [0.8, -0.1, 1.0], [-0.1, 0.3, -0.1], [-1.2, -0.1, -0.1], [0.7, 0.0, -0.1], [0.2, -0.6, -0.3], [-0.3, -0.4, -0.4], [-0.4, -0.4, 0.3], [-0.2, 0.0, 0.7], [-0.3, 0.2, 0.1], [-0.4, 0.7, -0.4], [-1.7, 0.5, 1.6], [0.4, 1.3, 0.4], [-2.3, -2.2, 2.1], [1.8, -0.6, -2.3], [-1.9, 1.9, 1.1], [-0.5, 0.3, 2.2], [1.3, -2.6, -0.7], [-0.3, 0.9, 0.2], [-0.1, -0.4, -1.4], [1.0, 1.6, -1.7], [-0.6, -0.4, -0.6], [0.4, -0.1, -1.1], [0.4, -0.4, 1.1], [0.6, 0.4, -0.6], [0.2, -0.5, -0.6], [0.0, 0.2, -0.6], [-0.1, 0.0, -0.1], [-0.1, -0.3, 0.2], [0.1, -0.4, 0.1], [0.3, -0.1, -0.7], [-0.3, -0.2, 0.0], [-0.3, -0.3, 0.4], [-0.1, 0.6, 0.1], [0.6, -0.7, 0.3], [-0.1, 0.1, -0.2], [-0.2, 0.3, 0.9], [0.5, 1.1, 0.1], [0.5, -0.3, 0.3], [-0.1, 0.1, -0.5], [0.2, 0.1, 0.0]], "mulliken_charge": [1.2101, -0.4283, 1.3444, -0.4041, -0.3048, 0.1452, -0.0173, 0.6729, 0.1468, 0.0666, -0.5752, 0.1609, 0.7746, -0.2890, 0.2490, -1.0094, -0.9144, -1.3334, 1.0374, -0.8706, -0.8280, -0.4698, 0.9731, 1.3641, -0.5885, -1.3256, -1.4647, -1.6463, -0.0665, 0.4152, 0.5059, 0.5999, -0.1794, 0.3088, 0.3849, -0.3932, 0.4173, 0.3171, 0.3529, 0.4347, 0.3755, 0.1386, 0.3196, 0.5958, 0.2990, 0.2722, 0.3934, -1.6914, 1.2754, 0.0360, 0.4585, -0.6388, 1.2986, 0.9394, -0.4259, -0.8109, -2.0399, -1.7201, 0.3014, 0.4396, 0.4024, 0.0169, -0.4622, 0.7595, -1.0429, 0.8754, -0.4249, 0.3818, 0.3283, -0.0685, 0.3429, 0.4873, 0.4615, 0.2591, 0.3701, 0.5151, 0.3341, -2.0314, 1.8840, -1.5312, -0.6810, -1.4371, 1.3807, -0.0498, 1.6497, -1.2358, -2.2013, -1.1682, 0.2051, 0.2006, 0.5508, 0.4840, 0.3898, 0.4786, 0.2733, 0.3392, 0.5750, 0.6299, -0.0864, 0.3657, 0.6153, 0.4810, 0.2698, 0.4179, 0.4125, -0.2049, -0.5115, -1.7133, 0.9400, -1.0222, -1.1021, -0.9355, 1.5820, 1.4465, -0.4683, -1.9579, -1.8593, -1.8925, 0.4210, 0.4532, 0.2995, 0.3956, 0.3882, 0.4225, 0.5349, 0.4610, 0.2826, 0.4621, 0.1149, 0.3353, 0.3726, 0.4408, 0.3758, 0.3224, 0.4767, 0.4715, 0.3511, -2.0550, 1.8651, -0.4298, -0.6080, -1.1396, 1.1889, 1.1343, -0.4469, -1.5502, -1.2124, -1.5452, 0.5957, 0.4137, 0.2493, 0.2196, -0.4114, 0.4150, 0.3470, -0.5675, 0.8456, 0.4339, 0.2607, 0.2389, -0.0224, -0.1824, 0.9055, 0.2732, 0.3062, 0.3664, 0.3629, -1.7419, 1.3711, 0.0212, -1.1167, 0.0460, 1.9647, 1.3714, -0.4861, -1.5096, -1.7983, -1.5985, 0.4226, 0.3329, 0.4281, -0.7419, -0.2962, 0.5571, 0.3501, 0.9159, -1.4946, -0.3285, 0.3689, 0.5044, 0.3119, 0.4220, 0.4875, -0.2179, 0.3656, 0.6213, 0.3010, -1.7111, 1.8927, -0.5850, 0.3808, -0.7813, 1.9719, 0.1725, -0.5161, -1.9297, -1.6240, -1.5349, 0.3545, 0.2802, 0.2751, 0.1400, -0.1214, 0.0731, -0.2609, 1.0097, -1.1496, 0.3261, 0.4292, 0.3986, 0.4598, 0.4490, 0.1478, 0.0845, 0.5229, 0.4119, 0.3614]}